Entry 1:
76
Properties=species:S:1:pos:R:3 method="wB97M-V/def2-TZVPD" lumo_energy_ev=-3.579 total_charge=+1
C -1.7052 3.4291 1.1779
C -1.8224 3.0761 0.0301
C -1.8605 2.3203 -1.2115
C -0.5933 1.4309 -1.3485
C 0.0663 1.6092 -2.7164
C 0.9564 2.8510 -2.7843
C 0.2857 4.1928 -2.5894
F 2.0221 2.7318 -1.9331
C 0.9670 0.3975 -3.0999
C 1.2318 -0.6351 -1.9597
B 2.4495 -0.2023 -0.9857
C 2.3958 0.7496 0.2596
O 3.6777 -0.6921 -1.3029
C -0.1053 -1.0660 -1.3044
N -0.8297 -1.9318 -2.2475
S 0.0959 -2.1782 0.1872
O -1.1788 -2.7364 0.4656
O 0.6467 -1.4803 1.2984
C 1.1181 -3.6671 -0.3287
F 2.0832 -3.3945 -1.2161
F 0.2627 -4.4600 -0.9436
C 1.7039 -4.4654 0.8907
F 1.6548 -5.7444 0.5939
F 0.8791 -4.2852 1.9197
C 3.1080 -4.0153 1.3508
F 3.2992 -4.5697 2.5422
F 3.1382 -2.7051 1.5360
C 4.3234 -4.4091 0.4372
F 5.3566 -4.6451 1.1955
F 4.6381 -3.3547 -0.3166
F 4.0755 -5.4094 -0.3699
N -1.0581 0.0452 -1.0565
F -1.5348 0.0638 0.2353
H -1.7635 3.6576 2.2061
H -1.9670 3.0029 -2.0443
H -2.7711 1.7291 -1.1830
H 0.0960 1.8022 -0.6003
H -0.7054 1.7199 -3.4742
H 1.3579 2.8390 -3.7971
H -0.4145 4.4373 -3.3801
H 1.0689 4.9456 -2.6077
H -0.1563 4.2679 -1.6008
H 1.9380 0.7079 -3.4682
H 0.4938 -0.1590 -3.9061
H 1.5605 -1.5170 -2.5013
H 3.0458 0.3042 1.0126
H 1.4248 0.8366 0.7374
H 2.8248 1.7274 0.0670
H 3.6306 -1.5090 -1.8090
H -0.2833 -2.7423 -2.4995
H -1.0913 -1.4022 -3.0697
H -1.9003 -0.1255 -1.6239
C -5.6180 5.5795 -3.9120
C -6.1626 5.7621 -2.4998
C -5.1910 5.2759 -1.4173
C -4.9120 3.8451 -1.5718
N -4.7075 2.7187 -1.6911
H -5.4514 4.5258 -4.1434
H -6.3248 5.9650 -4.6453
H -4.6737 6.1130 -4.0411
H -7.1092 5.2276 -2.4068
H -6.3737 6.8181 -2.3286
H -5.6124 5.4380 -0.4253
H -4.2480 5.8221 -1.4751
C 1.1151 -3.9950 5.2792
C 2.2648 -3.3899 6.0773
C 2.2514 -3.8098 7.5509
C 1.0123 -3.3716 8.2012
N 0.0427 -3.0180 8.7092
H 0.1477 -3.6618 5.6571
H 1.1776 -3.6938 4.2356
H 1.1408 -5.0860 5.3197
H 2.2171 -2.3014 6.0083
H 3.2135 -3.6971 5.6324
H 3.0954 -3.3678 8.0802
H 2.3288 -4.8940 7.6408


Entry 2:
80
Properties=species:S:1:pos:R:3 method="wB97M-V/def2-TZVPD" lumo_energy_ev="-4.939 / -5.326" multiplicity=3 total_charge=+2
Ti 0.3446 -0.5084 -0.1090
C 3.3135 1.2641 2.6611
C 2.1567 0.9043 1.7815
N 2.0035 -0.2386 1.1725
C 2.9829 -1.3173 1.3301
C 3.1857 -1.9773 -0.0226
N 1.8567 -2.1594 -0.6495
C 1.8881 -2.4689 -2.0905
C 0.4526 -2.7553 -2.5004
N -0.4324 -1.7557 -1.8595
C -1.7699 -2.2610 -1.4653
C -2.5890 -1.0583 -1.0018
N -1.6729 -0.0684 -0.4029
C -2.1307 1.0859 -0.0648
C -3.5400 1.5155 -0.2992
C -1.1320 1.9218 0.6107
C -1.2793 3.2071 1.0304
C -0.2237 3.8288 1.7222
C 0.9333 3.1150 2.0002
C 1.0536 1.8148 1.5544
N 0.0382 1.2375 0.8251
H 4.2638 0.9152 2.2564
H 3.1969 0.8206 3.6551
H 3.3909 2.3413 2.7894
H 2.5929 -2.0572 2.0326
H 3.9343 -0.9871 1.7316
H 3.7224 -2.9176 0.0746
H 3.7721 -1.3382 -0.6729
H 1.4136 -2.9452 -0.1873
H 2.5430 -3.3067 -2.3129
H 2.2686 -1.5933 -2.6106
H 0.1621 -3.7487 -2.1607
H 0.3482 -2.7402 -3.5812
H -0.6147 -0.9966 -2.5189
H -1.6499 -2.9771 -0.6632
H -2.2712 -2.7689 -2.2877
H -3.3431 -1.3649 -0.2822
H -3.1094 -0.6212 -1.8506
H -4.2269 0.9153 0.3061
H -3.8163 1.3691 -1.3461
H -3.6986 2.5609 -0.0456
H -2.2052 3.7413 0.8533
H -0.3252 4.8522 2.0663
H 1.7276 3.5759 2.5742
N -1.1954 2.7314 -3.6543
C -2.3699 2.3190 -4.2343
C -2.4088 0.9714 -4.0419
N -1.2765 0.5583 -3.3670
C -0.5657 1.6341 -3.1542
C 0.7573 1.6790 -2.5192
N 1.2869 0.8290 -1.6485
C 2.5930 1.2807 -1.4532
C 2.8339 2.3806 -2.1985
N 1.6581 2.6174 -2.8669
H -0.9004 3.6890 -3.5844
H -3.0592 3.0051 -4.7073
H -3.1695 0.2722 -4.3647
H 3.2767 0.7862 -0.7972
H 3.7150 2.9922 -2.3192
H 1.5288 3.3308 -3.5627
C -5.4514 -6.1237 1.7783
C -4.1598 -5.3479 1.8367
C -4.1054 -4.0799 2.4263
C -2.9150 -3.3800 2.5196
C -1.7602 -3.9570 2.0068
C -1.7836 -5.2083 1.4011
C -2.9850 -5.8953 1.3193
S -0.2249 -3.1215 2.0572
C -0.1345 -2.6708 3.7726
O -0.3981 -1.7734 1.3510
H -6.2900 -5.5376 2.1490
H -5.3761 -7.0263 2.3861
H -5.6750 -6.4403 0.7584
H -5.0146 -3.6401 2.8266
H -2.8942 -2.3947 2.9769
H -0.8706 -5.6477 1.0114
H -3.0123 -6.8750 0.8524
H -0.7528 -1.7801 3.9036
H 0.9082 -2.4555 4.0108
H -0.4984 -3.5054 4.3728


Entry 3:
17
Properties=species:S:1:pos:R:3 method="wB97M-V/def2-TZVPD" lumo_energy_ev=0.988
C -0.0564 1.5118 -2.6684
P 0.4684 0.5425 -1.0870
N -0.8648 0.9590 -0.0627
O 0.1209 -1.0124 -1.4655
H -0.8564 2.1441 -2.3580
H 0.7915 2.0301 -2.8659
H -0.2730 0.7741 -3.4050
H -0.6239 1.2571 0.8661
H -1.3616 1.7682 -0.3888
H -0.5534 -1.2347 -2.0808
C -1.1556 -1.2859 2.7638
C -0.0088 -1.2241 2.4513
C 1.2950 -1.2934 1.8618
H -2.0754 -1.1536 3.2614
H 1.3612 -1.4994 0.7941
H 1.9296 -2.0028 2.4140
H 1.8625 -0.2807 1.9696


Entry 4:
53
Properties=species:S:1:pos:R:3 method="wB97M-V/def2-TZVPD" lumo_energy_ev=-0.585
C -3.7826 -4.9831 -2.5106
C -4.3516 -3.9343 -1.3401
C -3.0292 -3.2839 -0.6218
C -3.3527 -1.8746 0.2163
C -1.9093 -1.3616 0.7997
C -1.4742 0.1541 0.3548
S 0.4197 0.0018 0.3126
O -1.7028 1.2923 1.2591
S -1.0948 2.6000 0.2892
O 0.1660 3.2581 0.9069
O -2.1496 3.7275 -0.0347
O -0.9399 1.8844 -1.2874
C -1.8764 0.7378 -1.1223
P -1.9464 -0.4217 -2.6378
C -0.7557 0.1185 -4.0341
O -3.5675 -0.1488 -3.3117
H -4.5739 -5.7851 -2.8297
H -3.3748 -4.3717 -3.4285
H -2.8418 -5.5546 -2.0551
H -4.9011 -4.6119 -0.5568
H -5.0402 -3.1738 -1.9030
H -2.1712 -3.0404 -1.4080
H -2.5505 -4.0338 0.1730
H -3.8733 -1.1190 -0.5350
H -4.1596 -2.1101 1.0454
H -2.0208 -1.3392 1.9883
H -1.0428 -2.1390 0.5876
H 0.8896 -0.3544 1.5891
H -2.8933 1.2950 -0.9577
H -1.2330 -0.0251 -5.1124
H 0.1713 -0.6114 -3.9882
H -0.4781 1.2536 -3.9378
H -3.7945 0.8392 -3.2533
O 5.6515 1.9915 -3.1835
C 5.0470 2.1950 -2.1438
O 3.6830 2.2130 -2.0403
C 3.3887 2.3469 -0.6643
C 4.6307 2.9719 -0.1274
F 4.8578 2.5771 1.1455
O 5.6477 2.4397 -0.9455
H 3.1934 1.3576 -0.2371
H 2.5072 2.9754 -0.5114
H 4.6448 4.0655 -0.1868
O 2.7795 -1.2167 3.4892
C 2.9651 -0.1398 4.0313
O 1.9655 0.6528 4.5251
C 2.5993 1.7321 5.1820
C 3.9339 1.7748 4.5196
F 4.8850 2.2055 5.3785
O 4.1925 0.4238 4.2118
H 2.6650 1.5165 6.2537
H 2.0369 2.6595 5.0446
H 3.9609 2.3731 3.6026